(1)
{
  "formula": "H22NeO11",
  "method": "ωB97M-V/def2-TZVPD",
  "de_lowest_kj_mol": 60.3,
  "homo_lumo_gap_ha": 0.3542,
  "species": ["Ne", "O", "H", "H", "O", "H", "H", "O", "H", "H", "O", "H", "H", "O", "H", "H", "O", "H", "H", "O", "H", "H", "O", "H", "H", "O", "H", "H", "O", "H", "H", "O", "H", "H"],
  "coordinates": [[0.277017, 0.458448, -0.114912], [2.867007, -0.476062, 1.764878], [2.436297, 0.079078, 2.414908], [3.643877, 0.018488, 1.503868], [2.405427, -0.177412, -3.325092], [2.334797, 0.512328, -2.665162], [3.174367, -0.683242, -3.062212], [-0.878203, -2.216812, 1.454358], [-0.002573, -2.309142, 1.078878], [-1.269853, -3.085792, 1.366478], [-2.819243, -1.511902, -2.008042], [-1.902703, -1.401492, -2.260992], [-2.879403, -1.108852, -1.141922], [2.267777, 2.292198, -1.826402], [2.253417, 2.820138, -2.624712], [1.503167, 2.585568, -1.330882], [-2.443373, 2.532058, 1.273958], [-2.994183, 2.580928, 2.055278], [-2.852853, 3.135088, 0.653558], [-0.329943, -0.709022, -3.097792], [0.625987, -0.751162, -3.072202], [-0.522073, 0.133178, -3.510122], [-0.400033, -1.520942, 4.241378], [-0.473723, -1.471292, 3.288318], [-0.907683, -0.774842, 4.560528], [1.625637, -2.755632, 0.482268], [1.667737, -3.537122, 1.033388], [2.134697, -2.099032, 0.957628], [-0.073753, 3.039138, -0.261422], [-0.717983, 2.771058, 0.393798], [-0.592943, 3.440338, -0.958352], [-2.720393, -0.121822, 0.835138], [-2.593653, 0.811908, 1.003408], [-1.842633, -0.498352, 0.898218]],
  "forces_ev_per_angstrom": [[0.06, -0.25, 0.03], [-0.01, -0.19, -0.06], [-0.24, 0.04, 0.23], [0.23, 0.07, -0.18], [-0.03, -0.38, -0.37], [-0.01, 0.73, 0.50], [0.16, -0.23, -0.01], [-0.51, 0.46, 0.47], [0.80, -0.12, -0.59], [-0.32, -0.10, 0.01], [-0.52, -0.25, -0.10], [0.51, 0.08, -0.25], [-0.11, 0.22, 0.44], [0.39, -0.29, -0.28], [0.15, 0.15, -0.26], [-0.51, -0.01, 0.62], [0.21, 0.36, 0.05], [-0.10, 0.02, 0.40], [-0.27, 0.15, -0.27], [-0.61, -0.08, 0.12], [0.70, -0.10, -0.09], [-0.12, 0.12, -0.13], [0.31, 0.12, 0.50], [-0.26, -0.34, -0.64], [-0.14, 0.11, 0.15], [-0.31, -0.25, -0.30], [0.15, -0.35, 0.09], [0.45, 0.63, 0.26], [0.41, 0.42, -0.38], [-0.16, -0.26, 0.44], [-0.14, 0.15, -0.19], [-0.36, -0.26, -0.13], [-0.06, 0.27, -0.21], [0.27, -0.64, 0.12]]
}

***

(2)
{
  "formula": "C3H11NOS",
  "method": "ωB97M-V/def2-TZVPD",
  "de_lowest_kj_mol": 169.0,
  "spin_multiplicity": 2,
  "s_squared": 0.76,
  "total_charge": 1,
  "homo_lumo_gap_ha": [0.4415, 0.2157],
  "species": ["C", "N", "C", "C", "S", "H", "H", "H", "H", "H", "H", "H", "H", "H", "H", "H", "O"],
  "coordinates": [[-1.492996, 0.056845, -1.041597], [-0.986190, 0.947045, 0.010596], [0.472343, 0.841962, 0.240283], [0.725477, 0.530143, 1.709916], [-0.639406, -0.594776, 2.370632], [-0.736184, -0.162838, -1.823870], [-2.310124, 0.512840, -1.519819], [-2.181239, -0.818707, -0.643009], [-1.148443, 1.898115, -0.216275], [1.102701, 0.151315, -0.376032], [0.845760, 1.860516, -0.043362], [1.651854, 0.069388, 1.858252], [0.887949, 1.415839, 2.409797], [-0.840496, -1.560751, 1.577447], [1.861109, -2.192490, -0.951708], [0.969361, -1.427767, -1.914617], [1.818519, -1.526673, -1.646627]],
  "forces_ev_per_angstrom": [[-1.61, -1.48, 0.83], [1.35, -2.57, -0.78], [1.10, 1.33, 0.45], [-0.56, 0.85, 0.30], [0.41, 3.63, 1.85], [-0.46, -0.29, 0.80], [-0.79, 1.34, -0.95], [2.36, 0.97, -0.42], [-1.01, 1.01, 0.21], [-1.34, 0.13, 0.12], [0.17, -0.81, 0.60], [1.43, -1.32, 0.03], [-1.36, -0.97, -0.78], [0.26, -1.63, -2.19], [-0.14, -0.09, -0.27], [-4.00, 0.00, -1.31], [4.18, -0.11, 1.53]]
}

***

(3)
{
  "formula": "C28H84N6O10P2S8",
  "method": "ωB97M-V/def2-TZVPD",
  "de_lowest_kj_mol": 383.2,
  "homo_lumo_gap_ha": 0.3085,
  "species": ["O", "P", "N", "C", "C", "N", "C", "C", "N", "C", "C", "H", "H", "H", "H", "H", "H", "H", "H", "H", "H", "H", "H", "H", "H", "H", "H", "H", "H", "O", "P", "N", "C", "C", "N", "C", "C", "N", "C", "C", "H", "H", "H", "H", "H", "H", "H", "H", "H", "H", "H", "H", "H", "H", "H", "H", "H", "H", "C", "S", "O", "C", "H", "H", "H", "H", "H", "H", "C", "S", "O", "C", "H", "H", "H", "H", "H", "H", "C", "S", "O", "C", "H", "H", "H", "H", "H", "H", "C", "S", "O", "C", "H", "H", "H", "H", "H", "H", "C", "S", "O", "C", "H", "H", "H", "H", "H", "H", "C", "S", "O", "C", "H", "H", "H", "H", "H", "H", "C", "S", "O", "C", "H", "H", "H", "H", "H", "H", "C", "S", "O", "C", "H", "H", "H", "H", "H", "H"],
  "coordinates": [[-8.880960, -1.767470, -9.457730], [-9.610620, -2.915720, -8.844340], [-11.364890, -2.690320, -8.707950], [-11.997720, -1.718060, -7.832920], [-12.457070, -3.344850, -9.441070], [-9.076520, -3.358390, -7.257170], [-7.721610, -3.436370, -6.867070], [-10.023760, -4.197590, -6.389730], [-9.429420, -4.433090, -9.701680], [-10.082980, -5.686020, -9.255440], [-8.708960, -4.429490, -10.904650], [-12.124450, -0.768140, -8.352220], [-11.397100, -1.603050, -6.930630], [-12.999750, -1.997330, -7.507270], [-12.893990, -2.655680, -10.163740], [-13.134940, -3.787320, -8.711140], [-12.103640, -4.144500, -10.092020], [-7.014350, -4.183400, -7.227380], [-7.357110, -2.420400, -7.018940], [-7.633700, -3.607200, -5.794130], [-9.697770, -5.234840, -6.312660], [-10.063120, -3.724550, -5.408520], [-11.055690, -4.012720, -6.688140], [-9.394480, -6.295610, -8.670230], [-10.907150, -5.430730, -8.589350], [-10.561230, -6.238090, -10.064520], [-9.348960, -4.183330, -11.751940], [-8.033130, -5.261730, -11.101440], [-7.939180, -3.660320, -10.842080], [-4.555550, -8.429560, -14.987440], [-3.694240, -7.890680, -16.044130], [-3.076200, -6.307660, -15.726850], [-4.056730, -5.413830, -15.043490], [-1.632120, -6.002840, -15.581660], [-4.498010, -7.626900, -17.529290], [-3.900780, -6.927690, -18.600990], [-5.566700, -8.427570, -17.918010], [-2.343280, -8.977440, -16.310260], [-2.139830, -10.136380, -15.459370], [-1.478940, -9.052230, -17.514170], [-3.881710, -4.344060, -15.157740], [-4.109220, -5.565110, -13.965320], [-5.095910, -5.626400, -15.294520], [-1.464890, -5.213030, -14.849310], [-1.229890, -5.545730, -16.485740], [-0.886690, -6.787000, -15.449270], [-4.684860, -6.666630, -19.311740], [-3.262620, -6.100090, -18.291270], [-3.312260, -7.523320, -19.298820], [-6.190050, -8.509170, -17.027560], [-6.238710, -7.905440, -18.599100], [-5.126990, -9.323630, -18.355990], [-2.791510, -10.971870, -15.715040], [-1.111020, -10.470200, -15.594360], [-2.454630, -9.851440, -14.455470], [-1.588230, -9.886940, -18.206580], [-0.482380, -9.019410, -17.073860], [-1.623030, -8.185490, -18.159230], [-8.126750, -2.693330, -21.321020], [-8.666600, -3.073420, -19.630060], [-7.585840, -2.576620, -18.641210], [-10.095650, -1.915400, -19.675600], [-8.734820, -3.066170, -22.145240], [-7.126020, -3.111840, -21.428220], [-8.057410, -1.608990, -21.407740], [-9.753970, -0.901850, -19.465680], [-10.901230, -1.883960, -18.942020], [-10.571040, -1.887870, -20.656080], [-7.760840, -7.049300, -15.180290], [-8.565960, -5.351920, -14.975310], [-8.073400, -4.669170, -13.780950], [-7.850310, -4.515580, -16.401900], [-7.787790, -7.372180, -14.139560], [-6.728090, -7.012360, -15.526930], [-8.419070, -7.690030, -15.767080], [-6.768230, -4.444220, -16.291870], [-8.202670, -3.491370, -16.524110], [-7.986970, -5.161690, -17.269060], [-11.125080, -6.690480, -12.597260], [-11.345940, -8.484650, -12.721620], [-11.240240, -9.019010, -11.262290], [-13.157960, -8.435110, -12.797700], [-11.845600, -6.111260, -12.019800], [-11.054000, -6.209820, -13.572970], [-10.139520, -6.319380, -12.316120], [-13.533420, -7.913870, -13.678290], [-13.616500, -7.811390, -12.030360], [-13.634790, -9.413000, -12.864540], [-7.689120, -10.194650, -12.821780], [-6.243040, -11.219820, -12.270900], [-6.036560, -12.306790, -13.305230], [-4.878070, -9.991200, -12.290560], [-8.428400, -10.995590, -12.829250], [-7.490750, -9.787680, -13.813310], [-8.014770, -9.355270, -12.207360], [-4.562820, -10.065200, -11.249770], [-5.169200, -8.975040, -12.556570], [-4.014660, -10.363280, -12.842090], [-7.420090, -0.000830, -17.116170], [-8.574070, 1.411200, -16.549000], [-9.829710, 0.626800, -16.245910], [-8.048380, 1.817360, -14.787680], [-7.649990, -0.326330, -18.130720], [-7.604770, -0.843700, -16.450170], [-6.384480, 0.333530, -17.054280], [-8.581910, 1.043860, -14.235280], [-8.459800, 2.766200, -14.443370], [-6.980180, 1.777810, -14.574430], [-5.748540, -0.771320, -10.878560], [-5.599930, -0.593830, -12.782600], [-4.109900, -0.693690, -13.187030], [-6.139730, -2.295780, -13.286020], [-6.814900, -0.869870, -10.675430], [-5.247280, 0.084670, -10.426770], [-5.253540, -1.706650, -10.617380], [-5.246060, -2.900660, -13.132460], [-6.216160, -2.240460, -14.371920], [-7.152870, -2.519870, -12.952170], [-11.928950, -4.147630, -16.066480], [-11.732280, -4.773440, -17.801260], [-10.481510, -5.670070, -17.790930], [-13.136880, -5.906840, -17.729560], [-11.554130, -3.129060, -15.965910], [-11.324840, -4.876720, -15.526490], [-12.943200, -4.147330, -15.667250], [-13.306960, -6.230790, -18.756310], [-14.078490, -5.501630, -17.359040], [-12.768710, -6.670820, -17.044810], [-11.601880, -0.238210, -12.010960], [-11.306320, -1.961410, -12.493710], [-12.487530, -2.532580, -13.210490], [-9.941230, -1.512410, -13.664210], [-12.303770, 0.063170, -12.788540], [-10.812950, 0.492490, -11.832710], [-12.137880, -0.197650, -11.062720], [-9.054010, -0.983540, -13.315990], [-10.555880, -0.971690, -14.383870], [-9.432970, -2.419480, -13.991310]],
  "forces_ev_per_angstrom": [[-0.38, -1.13, 0.65], [-1.29, -2.16, 0.12], [1.02, -0.79, 0.08], [1.07, 0.54, 0.33], [1.63, -0.67, -0.82], [-3.73, -0.96, -0.32], [1.21, 1.40, 0.92], [0.69, 1.97, -0.50], [-1.30, 1.17, 2.13], [-0.10, 1.25, 0.43], [1.17, 1.02, -1.26], [0.13, 0.33, 0.15], [0.04, 0.42, 0.02], [0.05, -0.50, -0.10], [-0.60, 0.22, 0.39], [-0.39, 0.20, -0.23], [0.28, -0.13, 0.16], [-0.37, -0.26, -1.05], [0.84, -0.19, -0.15], [-0.45, 0.21, 0.28], [-0.31, 0.01, -0.16], [0.65, -0.20, 0.36], [0.15, -0.73, -0.61], [0.08, -0.30, -0.27], [0.04, 0.01, 0.11], [0.47, -0.05, -0.11], [0.25, -0.36, -0.38], [-0.68, -0.77, 0.11], [-0.19, 0.55, -0.18], [-0.53, -0.09, 0.15], [2.17, 0.42, -1.52], [-0.07, -1.27, 0.17], [0.14, -0.43, 0.57], [-0.06, 0.97, -0.68], [1.83, 1.54, 2.28], [0.61, 0.46, -1.46], [-1.27, -0.80, 0.51], [-1.28, 1.04, -1.09], [-1.04, 0.31, 0.23], [-0.40, 1.38, 0.73], [0.30, -0.10, -0.59], [0.55, -0.24, 0.31], [0.24, -0.08, -0.75], [-0.23, -0.31, 0.42], [-0.34, 0.24, -0.52], [-0.81, -0.66, 0.62], [-0.26, 0.97, 0.34], [-0.36, 0.15, 0.03], [0.61, -0.70, 0.22], [0.00, -1.27, -0.09], [0.29, 0.04, -0.48], [-1.01, -0.67, -0.09], [-0.06, -0.17, -0.29], [0.08, 0.11, 0.59], [0.65, -0.24, 0.23], [-0.31, -0.55, 0.51], [0.39, -0.14, -0.66], [0.14, 0.22, 0.29], [0.68, 0.69, 0.13], [0.20, -0.10, 1.24], [-1.79, -0.23, -2.08], [-0.01, 1.52, 0.14], [-0.38, -0.24, 0.49], [-0.03, -0.03, 0.15], [0.09, 0.05, -0.04], [0.80, 0.16, -0.47], [0.20, -1.46, 0.37], [0.24, -0.35, -0.10], [-0.39, 1.34, 0.77], [-0.78, -1.33, -2.33], [1.04, 0.51, 1.43], [0.82, -0.55, 0.06], [0.17, -0.25, -0.02], [-0.15, 0.00, -0.03], [0.08, 0.22, -0.16], [0.14, -0.02, 0.38], [-0.44, -0.36, -0.03], [-0.53, 0.33, -0.11], [0.59, 1.26, -0.94], [-1.22, -0.10, 3.82], [0.74, 0.64, -2.40], [-0.95, 0.84, -1.44], [-0.28, -0.58, 0.16], [-0.82, -0.41, -0.68], [0.36, -1.00, 0.83], [0.42, 0.02, -0.61], [0.62, -0.42, 0.67], [0.58, -0.16, 0.42], [0.69, -0.54, -0.45], [-0.18, -0.28, -0.32], [-0.17, 1.38, 0.57], [-0.01, -0.52, 0.59], [-0.33, 0.38, -0.24], [0.03, -0.36, -0.18], [0.32, -0.34, 0.58], [0.01, 0.47, 0.14], [0.07, -0.26, -0.19], [-0.43, 0.04, -0.47], [-0.09, 1.24, 1.02], [0.05, -1.57, 0.65], [0.00, 0.59, -0.53], [0.12, -0.66, -0.45], [-0.25, 0.42, 0.15], [-0.03, 0.15, 0.10], [0.04, -0.05, -0.01], [0.22, -0.13, -0.03], [-0.01, 0.14, -0.58], [-0.01, -0.02, -0.24], [0.22, -0.52, -1.86], [2.00, -1.40, 0.36], [-1.97, 0.62, 0.79], [-0.11, 1.63, -0.53], [-0.02, 0.28, 0.23], [-0.26, -0.04, -0.10], [0.12, 0.10, 0.02], [-0.51, -0.39, 0.77], [-0.02, 0.28, -0.16], [0.48, -0.62, 0.54], [0.21, -0.29, -0.40], [0.87, -0.27, 0.77], [-1.78, 1.12, 0.08], [0.17, -0.04, -0.14], [0.28, -0.19, -0.09], [0.10, 0.26, 0.23], [-0.08, -0.12, -0.38], [0.17, -0.47, 0.20], [0.27, 0.41, 0.07], [-0.23, -0.38, -0.30], [-1.46, 0.21, 0.11], [2.29, -0.52, 1.84], [0.44, 1.02, -0.48], [-0.86, -0.74, -0.14], [0.06, 0.57, -0.05], [0.58, -0.60, -0.70], [-0.30, -0.51, -0.01], [-0.73, 0.73, 0.78], [0.88, 0.03, -0.71], [-0.79, -0.41, -0.56]]
}